*1*
The following is a DFT calculation (ωB97M-V with the def2-TZVPD basis set) of one molecule with the formula CH2N2O3S.

Computed properties:
gap between HOMO and LUMO = 11.708 eV
HOMO level = -11.518 eV
LUMO level = 0.19 eV

The geometry in ORCA input format:
```
! RIJCOSX wB97M-V def2-TZVPD def2/J DEFGRID3
* xyz 0 1
C -3.2570 0.7790 -0.0350
N -2.2711 0.2202 -0.3463
N 0.2316 -0.3338 0.0499
O -4.2939 1.3069 0.0711
O -1.6049 -1.6031 1.3164
O -1.4091 -1.8553 -1.1525
S -1.2685 -1.0949 0.0080
H 0.1234 0.4773 -0.5060
H 0.2542 -0.0838 1.0209
*
```


*2*
The following is a DFT calculation (ωB97M-V with the def2-TZVPD basis set) of CH2N2O3S as an isolated structure.

Computed properties:
gap between HOMO and LUMO (alpha / beta) = 7.428 / 7.430 eV
HOMO level (alpha / beta) = -10.791 / -10.792 eV
LUMO level (alpha / beta) = -3.36 / -3.36 eV

The geometry in ORCA input format:
```
! RIJCOSX wB97M-V def2-TZVPD def2/J DEFGRID3
* xyz 0 1
C -2.7845 1.7403 -2.3361
N -1.6859 1.5998 -2.7829
N 0.5280 0.0713 0.0663
O -3.8924 1.8902 -2.0162
O 0.8640 0.5702 -2.4285
O 0.1645 2.4366 -0.8967
S 0.0356 1.1189 -1.4182
H 0.0087 0.3127 0.9015
H 0.4876 -0.9227 -0.1289
*
```


Stability ranking, top and bottom: *1* is the most stable and *2* is the least stable.


*1*
The following is a DFT calculation (ωB97M-V with the def2-TZVPD basis set) of a 2-piece molecular cluster, CH2N2O3S overall.

Computed properties:
gap between HOMO and LUMO = 9.962 eV
HOMO level = -9.448 eV
LUMO level = 0.51 eV

The geometry in ORCA input format:
```
! RIJCOSX wB97M-V def2-TZVPD def2/J DEFGRID3
* xyz 0 1
C 1.1821 -2.2464 -0.8516
N 0.4575 0.1433 -0.6384
N 0.0631 0.2550 0.5081
O 1.1121 0.3425 1.4728
O 0.1547 -2.6975 -0.9690
O -1.0311 0.3333 0.9649
S -0.6277 0.1794 -1.9215
H 1.9627 -0.1657 1.1000
H -1.7126 0.6099 -1.3197
*
```


*2*
The following is a DFT calculation (ωB97M-V with the def2-TZVPD basis set) of CH2N2O3S as an isolated structure.

Computed properties:
gap between HOMO and LUMO = 11.565 eV
HOMO level = -11.262 eV
LUMO level = 0.30 eV

The geometry in ORCA input format:
```
! RIJCOSX wB97M-V def2-TZVPD def2/J DEFGRID3
* xyz 0 1
C -0.1917 0.7518 0.1745
N -0.8849 -0.1246 -0.6871
N 0.8258 -0.1100 0.6113
O -0.3271 1.9130 0.3806
O -0.7599 -2.2417 0.8004
O 0.7688 -2.3221 -1.0560
S 0.0133 -1.4845 -0.1532
H -1.1436 0.1280 -1.5543
H 1.6321 0.3051 1.1620
*
```


Stability ranking, top and bottom: *2* is the most stable and *1* is the least stable.


*1*
The following is a DFT calculation (ωB97M-V with the def2-TZVPD basis set) of one molecule with the formula CH2N2O3S.

Computed properties:
gap between HOMO and LUMO = 8.335 eV
HOMO level = -10.455 eV
LUMO level = -2.12 eV

The geometry in ORCA input format:
```
! RIJCOSX wB97M-V def2-TZVPD def2/J DEFGRID3
* xyz 0 1
C 0.4992 0.6467 -0.4638
N 1.6963 -0.8568 0.8746
N 1.2944 0.0895 0.2786
O -1.7540 0.1911 -1.7005
O -1.1501 -1.4726 0.0933
O -1.7452 0.8162 0.7273
S -1.3368 -0.0905 -0.3595
H 0.9221 1.4734 -1.3561
H 1.5743 -0.7970 1.9060
*
```


*2*
The following is a DFT calculation (ωB97M-V with the def2-TZVPD basis set) of a 2-piece molecular cluster, CH2N2O3S overall.

Computed properties:
gap between HOMO and LUMO (alpha / beta) = 9.568 / 8.784 eV
HOMO level (alpha / beta) = -10.602 / -10.189 eV
LUMO level (alpha / beta) = -1.03 / -1.41 eV

The geometry in ORCA input format:
```
! RIJCOSX wB97M-V def2-TZVPD def2/J DEFGRID3
* xyz 0 1
C 0.6959 -1.6666 -0.7524
N 0.2972 -1.4242 -1.8669
N 0.3425 -0.4260 0.0341
O -0.2874 2.1654 2.0638
O -0.7725 2.0327 -0.3936
O -0.5541 -0.4753 0.9083
S -1.1816 1.9648 0.9754
H 1.2183 -2.5413 -0.3002
H 0.2417 0.3705 -0.6686
*
```


Stability ranking, top and bottom: *1* is the most stable and *2* is the least stable.


*1*
The following is a DFT calculation (ωB97M-V with the def2-TZVPD basis set) of one molecule with the formula CH2N2O3S.

Computed properties:
gap between HOMO and LUMO = 10.654 eV
HOMO level = -10.814 eV
LUMO level = -0.16 eV

The geometry in ORCA input format:
```
! RIJCOSX wB97M-V def2-TZVPD def2/J DEFGRID3
* xyz 0 1
C 0.1230 0.2293 -0.2654
N 1.2053 -0.5345 -0.9058
N 2.3155 -0.0814 -0.8429
O 2.9416 1.3191 1.3291
O 2.4716 2.5906 -0.7685
O 0.5426 1.3631 0.3481
S 2.2561 1.4834 0.0829
H -0.5108 0.3697 -1.2684
H -0.2703 -0.6290 0.4309
*
```


*2*
The following is a DFT calculation (ωB97M-V with the def2-TZVPD basis set) of CH2N2O3S as an isolated structure.

Computed properties:
gap between HOMO and LUMO = 10.993 eV
HOMO level = -10.707 eV
LUMO level = 0.29 eV

The geometry in ORCA input format:
```
! RIJCOSX wB97M-V def2-TZVPD def2/J DEFGRID3
* xyz 0 1
C -0.7182 -0.6512 0.6820
N -0.5216 -0.8311 -0.6712
N 0.5802 0.0990 -1.0250
O -1.5984 -0.9750 1.4177
O 1.8725 0.8508 1.1084
O -0.3208 1.9063 0.4659
S 0.5429 0.7951 0.5450
H -1.3172 -0.8581 -1.2153
H 1.4804 -0.3358 -1.3076
*
```


*3*
The following is a DFT calculation (ωB97M-V with the def2-TZVPD basis set) of one molecule with the formula CH2N2O3S.

Computed properties:
gap between HOMO and LUMO = 10.231 eV
HOMO level = -10.737 eV
LUMO level = -0.51 eV

The geometry in ORCA input format:
```
! RIJCOSX wB97M-V def2-TZVPD def2/J DEFGRID3
* xyz 0 1
C 1.9513 -0.0190 0.2154
N 0.7656 -0.0116 0.5104
N -1.2917 -1.1261 -0.8301
O 3.0148 0.1034 -0.1987
O -1.5488 0.3219 1.2769
O -1.3336 1.5575 -0.7133
S -1.2584 0.2473 -0.1279
H 0.4764 -0.0017 1.4822
H -0.7757 -1.0718 -1.6150
*
```


Stability ranking, top and bottom: *3* is the most stable and *1* is the least stable.


*1*
The following is a DFT calculation (ωB97M-V with the def2-TZVPD basis set) of C5H14N2 as an isolated structure.

Computed properties:
gap between HOMO and LUMO = 10.212 eV
HOMO level = -9.231 eV
LUMO level = 0.98 eV

The geometry in ORCA input format:
```
! RIJCOSX wB97M-V def2-TZVPD def2/J DEFGRID3
* xyz 0 1
N 2.8824 -0.6160 -0.6478
C 1.7522 0.2721 -0.3658
C 2.0875 1.1865 0.7982
C 0.4544 -0.5211 -0.1091
N -0.6242 0.4024 0.1891
C -2.0388 -0.6128 -0.0320
C -3.2315 0.2954 -0.2380
H 2.5925 -1.2510 -1.3778
H 2.9944 -1.2235 0.1576
H 1.6267 0.8863 -1.2600
H 2.2585 0.6629 1.7396
H 2.9185 1.8587 0.5813
H 1.2161 1.8276 0.9502
H 0.7148 -1.2226 0.7073
H 0.2512 -1.1635 -0.9768
H -1.3085 0.0787 0.8711
H -1.7578 -1.1730 -0.9051
H -2.2028 -1.2827 0.8337
H -3.5027 0.8405 0.6633
H -4.0937 -0.2755 -0.5729
H -2.9890 1.0305 -1.0060
*
```


*2*
The following is a DFT calculation (ωB97M-V with the def2-TZVPD basis set) of one molecule with the formula C5H14N2.

Computed properties:
gap between HOMO and LUMO = 8.997 eV
HOMO level = -7.935 eV
LUMO level = 1.06 eV

The geometry in ORCA input format:
```
! RIJCOSX wB97M-V def2-TZVPD def2/J DEFGRID3
* xyz 0 1
C 1.5562 2.3663 -0.5542
N 0.3864 1.6070 -0.7495
C 0.3460 0.1850 -0.1622
C -1.1559 -0.1313 0.0631
C -1.2693 -1.5343 0.6097
N -0.7127 -1.5567 2.0363
C 0.8762 -0.8759 -1.1926
H 1.6983 2.7357 0.4951
H 1.6449 3.1976 -1.2477
H 2.4275 1.7101 -0.8179
H -0.4623 2.1508 -0.9369
H 0.8514 0.4177 0.7288
H -1.9447 0.1421 -0.7960
H -1.5193 0.6857 0.7257
H -0.7983 -2.2940 0.0494
H -2.3465 -1.9064 0.6366
H -1.3683 -0.9057 2.5974
H -0.9533 -2.3643 2.6192
H 1.7367 -0.7056 -1.7300
H 0.9528 -1.7990 -0.5515
H 0.0543 -1.1249 -1.8229
*
```


*3*
The following is a DFT calculation (ωB97M-V with the def2-TZVPD basis set) of C5H14N2 as an isolated structure.

Computed properties:
gap between HOMO and LUMO = 8.069 eV
HOMO level = -7.026 eV
LUMO level = 1.04 eV

The geometry in ORCA input format:
```
! RIJCOSX wB97M-V def2-TZVPD def2/J DEFGRID3
* xyz 0 1
C -0.0338 -0.4137 0.0110
C -0.7170 0.6170 -0.7050
C 1.5570 0.5627 -0.5885
C 0.0510 -1.8232 -0.5040
C 2.4055 0.7912 0.6462
N -2.2811 -0.0260 -0.0964
N -2.9205 0.4236 1.0903
H -2.7832 -0.8103 -0.5072
H 0.0007 -0.3078 1.0919
H -2.9051 1.4399 1.1138
H -2.4239 0.0966 1.9174
H -0.7184 1.6113 -0.2708
H -0.7984 0.5096 -1.7805
H 1.9901 -0.1685 -1.2699
H 1.4785 1.4844 -1.1669
H 1.0034 -2.2755 -0.2230
H -0.0340 -1.8541 -1.5902
H -0.7495 -2.4260 -0.0764
H 3.3440 1.2972 0.4026
H 1.8773 1.4213 1.3678
H 2.6573 -0.1495 1.1380
*
```


Stability ranking, top and bottom: *2* is the most stable and *3* is the least stable.


*1*
The following is a DFT calculation (ωB97M-V with the def2-TZVPD basis set) of a 2-piece molecular cluster, C5H14N2 overall.

Computed properties:
gap between HOMO and LUMO = 10.080 eV
HOMO level = -9.077 eV
LUMO level = 1.00 eV

The geometry in ORCA input format:
```
! RIJCOSX wB97M-V def2-TZVPD def2/J DEFGRID3
* xyz 0 1
C 0.1414 0.8452 0.2509
C -1.1640 -0.0415 -0.2993
C 0.1231 1.1191 1.7528
C 1.5414 0.4919 -0.2458
C -1.2872 -0.0734 -1.8159
H -0.1150 1.7927 -0.2360
H -1.9938 0.5431 0.1052
H -1.3180 -1.0168 0.1628
H 1.5178 0.1058 -1.2628
H -0.8957 1.2614 2.1132
H 0.5922 0.3033 2.3134
H 0.6985 2.0242 1.9785
H 2.1693 1.3879 -0.2340
H 2.0307 -0.2393 0.3995
H -1.0604 0.9050 -2.2372
H -2.3055 -0.3389 -2.1086
H -0.6049 -0.7895 -2.2724
N 0.9134 -2.2318 1.0273
N 0.7464 -2.5646 -0.1177
H -0.0342 -2.0542 -0.6235
H 0.3045 -1.4295 1.3494
*
```


*2*
The following is a DFT calculation (ωB97M-V with the def2-TZVPD basis set) of one molecule with the formula C5H14N2.

Computed properties:
gap between HOMO and LUMO = 9.893 eV
HOMO level = -8.809 eV
LUMO level = 1.08 eV

The geometry in ORCA input format:
```
! RIJCOSX wB97M-V def2-TZVPD def2/J DEFGRID3
* xyz 0 1
N -1.2426 -0.4285 -1.5305
C -0.4431 -0.0697 -0.3710
C 0.7428 -1.0108 -0.2297
C 2.1034 -0.3772 -0.4944
C 2.4852 0.6307 0.5887
C -1.2420 0.0333 0.9356
N -2.2950 1.0189 0.8414
H -1.7255 -1.3107 -1.4268
H -1.9252 0.2851 -1.7498
H -0.1276 0.9587 -0.5788
H 0.7974 -1.4589 0.7714
H 0.5756 -1.8581 -0.8952
H 2.0861 0.1423 -1.4545
H 2.8288 -1.1926 -0.6249
H 2.0421 1.5939 0.3572
H 2.1970 0.2916 1.5850
H 3.5660 0.7935 0.6030
H -1.7000 -0.9235 1.1627
H -0.5266 0.2261 1.7415
H -3.0087 0.8665 1.5352
H -1.9555 1.9707 0.8596
*
```


Stability ranking, top and bottom: *2* is the most stable and *1* is the least stable.